# 1
A structure of composition C42H27BiClF10I2N9O2, computed with ωB97M-V/def2-TZVPD.

```
94
Properties=species:S:1:pos:R:3:forces:R:3
Bi 1.6950 2.2882 -0.4943 0.1 0.0 0.5
C 0.3817 2.7580 2.6905 -1.0 0.3 -2.4
N 0.8604 3.6031 1.4731 1.0 -0.7 1.4
C -0.1014 4.5999 1.0194 -0.9 -0.1 -0.3
C 0.1575 5.0985 -0.4089 -0.4 1.3 0.3
N 0.2358 3.9977 -1.3219 -0.1 -0.6 -1.0
C -0.5123 3.9905 -2.4655 -0.3 0.1 -0.8
C -1.1690 5.1097 -3.0806 0.2 0.7 1.2
F -1.0228 6.3628 -2.5462 -0.4 -0.9 -0.5
C -1.9689 5.0130 -4.2042 -0.3 0.6 -1.0
F -2.8763 5.9856 -4.4911 1.3 -0.6 0.0
C -1.8018 3.9290 -5.0741 -1.5 1.8 -0.2
F -2.4764 3.8521 -6.2416 0.6 0.1 1.1
C -1.1393 2.8488 -4.5809 -0.7 -2.6 0.4
F -1.3766 1.7063 -5.2859 0.9 0.5 0.7
C -0.6872 2.8120 -3.2670 1.3 -0.2 0.7
F -0.2633 1.6444 -2.6888 -0.3 1.0 -1.2
C 2.1630 4.2575 1.8848 -1.4 1.1 1.8
C 3.3280 3.3057 2.2170 0.5 -0.9 -1.1
N 3.2105 2.0164 1.4972 -0.9 0.8 -1.3
C 4.1506 1.0428 1.6192 2.8 -1.1 1.0
C 4.6325 0.5767 2.9035 -1.7 0.9 -0.7
F 4.0705 1.2106 3.9929 0.7 -1.5 -0.7
C 5.5412 -0.4698 3.0233 0.3 1.1 1.2
F 5.8176 -0.9997 4.2287 -0.1 0.4 -0.5
C 6.3446 -0.7932 1.9496 1.2 -2.2 0.1
F 7.4393 -1.6110 2.1910 -1.7 1.1 -0.6
C 5.9712 -0.4218 0.6685 0.6 0.2 0.6
F 6.6921 -0.7484 -0.3972 0.0 -0.1 0.1
C 4.9465 0.4786 0.5484 -1.6 2.0 -0.7
F 4.8504 1.0860 -0.6784 -0.4 -0.7 0.8
H -0.0815 3.3063 3.5224 0.4 0.5 -0.4
H 1.2611 2.2442 2.9891 0.4 -0.7 0.5
H -0.3739 2.0443 2.2928 0.6 0.3 0.4
H -0.2540 5.4346 1.7275 0.6 -0.1 -0.2
H -1.0993 4.1516 0.9439 0.2 -0.4 0.3
H 1.0990 5.7063 -0.4909 -0.9 -0.4 0.1
H -0.7536 5.6956 -0.6358 1.0 -0.1 0.3
H 1.8648 4.7391 2.8741 0.7 -0.1 -1.1
H 2.4035 5.0879 1.1913 0.1 -0.9 0.1
H 3.4078 3.0513 3.2599 -0.3 0.4 0.6
H 4.2770 3.8070 1.9475 -0.3 -0.1 0.0
C 0.7752 -5.5796 4.6277 -0.3 -1.2 -0.5
C -0.1534 -4.6124 4.8499 0.1 1.5 1.1
N -1.2848 -4.5624 4.1927 -1.4 0.6 -0.2
C -1.5364 -5.4558 3.2715 0.6 -0.2 -0.7
C -0.5573 -6.4761 3.0610 -1.5 1.1 0.5
N 0.5309 -6.5866 3.7687 0.8 0.8 0.3
C -2.7501 -5.2415 2.3818 0.6 -2.1 -0.8
C -3.2154 -6.3598 1.6338 -0.5 0.8 1.1
C -4.2991 -6.1513 0.7830 -0.8 1.4 -0.7
C -4.7577 -4.8029 0.5739 1.1 0.0 1.1
C -4.1726 -3.7522 1.3702 -1.3 -2.3 -2.1
N -3.2424 -4.0388 2.2370 1.1 1.3 1.2
C -4.6853 -2.3739 1.1792 -0.4 -0.4 0.7
C -5.1115 -1.9185 -0.0588 -0.2 -0.3 -1.3
N -5.6834 -0.7435 -0.1507 -0.2 0.9 -1.4
C -5.7874 0.0639 0.8998 -0.8 -0.4 -1.7
C -5.4318 -0.4333 2.0988 0.8 -0.1 1.3
N -4.9103 -1.6348 2.2577 0.7 -0.6 0.0
C -5.0186 -7.2895 0.1381 0.1 -1.0 1.1
C -5.1332 -8.5016 0.9124 0.0 0.3 0.1
C -5.6481 -9.6465 0.3196 -0.4 0.3 -1.7
N -6.0798 -9.6183 -0.9730 -0.3 0.7 0.9
C -6.1467 -8.4254 -1.5981 -0.4 -1.5 0.0
C -5.6115 -7.2394 -1.1299 0.6 -0.7 1.0
H 1.7132 -5.6199 5.1064 0.9 0.1 0.7
H -0.0411 -3.7732 5.5628 0.4 -0.7 -0.3
H -0.6703 -7.1864 2.3100 -0.4 -1.3 -1.3
H -2.8540 -7.3558 1.9109 -0.1 0.4 -0.5
H -5.5676 -4.5447 -0.1184 0.3 -0.4 0.4
H -5.0494 -2.4868 -1.0392 0.2 0.5 1.5
H -6.2723 1.0194 0.7056 0.2 -0.1 0.3
H -5.4714 0.1370 2.9891 -0.4 0.6 0.8
H -4.8817 -8.5735 1.9956 0.1 0.4 -1.1
H -5.7836 -10.6347 0.7961 0.4 0.8 0.0
H -6.7278 -8.4877 -2.5189 0.5 0.3 -0.1
H -5.5980 -6.3707 -1.7596 0.0 0.3 0.0
I -0.1092 -0.0170 -0.1322 0.1 -0.1 0.4
I 1.1859 -6.1368 -1.2911 0.0 0.0 0.0
Cl 6.3719 6.3924 -6.8738 0.8 0.8 -1.3
C 5.7587 5.8057 -5.4390 -2.3 -1.1 2.8
C 5.5070 4.4089 -5.3240 1.0 2.7 0.6
C 4.9388 3.8979 -4.1815 -1.6 0.4 0.9
C 4.3782 4.7720 -3.2014 0.7 0.5 -1.0
C 4.6450 6.1801 -3.3148 -0.6 -2.4 0.5
C 5.3079 6.6860 -4.4022 1.1 -0.5 -1.8
C 3.4476 4.2332 -2.0866 2.8 2.4 -0.9
O 3.2309 3.0088 -2.1816 -1.3 -1.6 0.4
O 3.1346 5.0374 -1.1936 -0.8 -0.9 0.3
H 5.8956 3.8627 -6.1296 0.2 -1.3 -0.8
H 4.7770 2.8235 -4.0885 0.0 0.3 0.0
H 4.2834 6.7616 -2.4893 -0.1 0.5 0.0
H 5.5178 7.7425 -4.5597 -0.2 -0.1 0.3
```
Positions in Å, forces in eV/Å.

Summary:
calculated total energy: -4528.5699 a.u.
ΔE to the lowest compared entry with this formula, charge and spin: 86.0 kcal/mol
LUMO energy (alpha / beta): -0.1198 / -0.1641 hartree
frontier orbital gap (alpha / beta): 5.4 / 2.6 eV
net charge: 0
HOMO (alpha / beta): -8.6797 / -7.1127 eV

The computed Mulliken charges, all in e, follow: atom 1 (Bi): 1.14, atom 2 (C): -1.01, atom 3 (N): 0.50, atom 4 (C): -1.13, atom 5 (C): -0.55, atom 6 (N): 0.12, atom 7 (C): 0.25, atom 8 (C): 0.46, atom 9 (F): -0.31, atom 10 (C): 0.11, atom 11 (F): -0.26, atom 12 (C): 0.49, atom 13 (F): -0.26, atom 14 (C): -0.17, atom 15 (F): -0.28, atom 16 (C): -0.01, atom 17 (F): -0.19, atom 18 (C): -0.76, atom 19 (C): -0.91, atom 20 (N): 0.06, atom 21 (C): -0.05, atom 22 (C): 0.40, atom 23 (F): -0.29, atom 24 (C): -0.04, atom 25 (F): -0.28, atom 26 (C): 0.49, atom 27 (F): -0.28, atom 28 (C): -0.18, atom 29 (F): -0.28, atom 30 (C): 0.19, atom 31 (F): -0.20, atom 32 (H): 0.25, atom 33 (H): 0.35, atom 34 (H): 0.29, atom 35 (H): 0.32, atom 36 (H): 0.47, atom 37 (H): 0.19, atom 38 (H): 0.52, atom 39 (H): 0.47, atom 40 (H): 0.30, atom 41 (H): 0.69, atom 42 (H): 0.35, atom 43 (C): -0.41, atom 44 (C): -0.11, atom 45 (N): -0.53, atom 46 (C): 0.42, atom 47 (C): -0.37, atom 48 (N): -0.62, atom 49 (C): 0.61, atom 50 (C): -0.87, atom 51 (C): 0.85, atom 52 (C): -0.61, atom 53 (C): 0.15, atom 54 (N): -0.52, atom 55 (C): 0.48, atom 56 (C): -0.42, atom 57 (N): -0.61, atom 58 (C): -0.25, atom 59 (C): -0.21, atom 60 (N): -0.48, atom 61 (C): 0.61, atom 62 (C): -0.41, atom 63 (C): -0.42, atom 64 (N): -0.60, atom 65 (C): -0.31, atom 66 (C): -0.64, atom 67 (H): 0.44, atom 68 (H): 0.40, atom 69 (H): 0.56, atom 70 (H): 0.51, atom 71 (H): 0.55, atom 72 (H): 0.41, atom 73 (H): 0.41, atom 74 (H): 0.46, atom 75 (H): 0.37, atom 76 (H): 0.36, atom 77 (H): 0.37, atom 78 (H): 0.44, atom 79 (I): -0.40, atom 80 (I): 0.00, atom 81 (Cl): -0.21, atom 82 (C): 0.48, atom 83 (C): -0.77, atom 84 (C): -0.32, atom 85 (C): 0.13, atom 86 (C): -0.33, atom 87 (C): -0.54, atom 88 (C): 0.75, atom 89 (O): -0.77, atom 90 (O): -0.61, atom 91 (H): 0.42, atom 92 (H): 0.38, atom 93 (H): 0.46, atom 94 (H): 0.36

=====

# 2
A structure of composition C42H29Cl3N11O2S2Zr, computed with ωB97M-V/def2-TZVPD.

```
90
Properties=species:S:1:pos:R:3:forces:R:3
Zr 0.1585 0.0206 0.5027 0.0 -0.6 0.0
C -4.4148 2.1205 -4.2483 0.0 0.0 0.0
C -3.2929 2.2870 -5.0752 0.0 0.0 0.0
C -2.0399 1.8543 -4.6798 0.0 0.0 0.0
C -1.9306 1.2657 -3.4245 0.0 0.0 0.0
C -0.8031 0.7146 -2.6875 0.0 0.1 -0.2
N 0.4080 0.6903 -3.2028 -0.1 -0.1 0.1
C 1.4094 0.0629 -2.6096 0.1 0.0 -0.1
C 2.6954 -0.1146 -3.2568 0.0 0.0 0.0
C 3.2351 0.3775 -4.4429 0.0 0.0 0.0
C 4.5126 -0.0214 -4.7820 0.0 0.0 0.0
C 5.2375 -0.9103 -3.9673 0.0 0.0 0.0
C 4.6958 -1.4145 -2.8024 0.0 0.0 0.0
C 3.4138 -0.9965 -2.4491 0.0 0.0 -0.1
C 2.5431 -1.3272 -1.3390 -0.1 0.0 0.1
N 2.8480 -2.2819 -0.4687 0.0 0.0 0.0
C 2.0072 -2.7249 0.4313 0.0 0.1 0.0
N 0.7459 -2.2669 0.7264 0.0 0.1 0.0
C 0.1859 -3.1291 1.5999 -0.1 -0.1 0.1
N -1.0448 -3.1341 2.0883 0.0 0.1 -0.1
C -1.9465 -2.2687 1.6759 0.0 0.0 0.1
N -1.8166 -1.2919 0.7436 0.2 0.2 -0.1
C -3.0556 -0.7786 0.4963 0.0 -0.1 0.1
N -3.4179 0.0181 -0.4728 0.0 0.1 -0.1
C -2.5676 0.4322 -1.4051 0.0 -0.1 0.0
N -1.2232 0.2670 -1.4656 0.0 0.0 0.2
C -3.0456 1.0926 -2.6086 0.0 0.0 0.0
C -4.3090 1.5112 -3.0108 0.0 0.0 0.0
C -4.0290 -1.3700 1.4198 0.0 0.0 0.0
C -5.3825 -1.1552 1.6187 0.0 0.0 0.0
C -6.0113 -1.9115 2.5980 0.0 0.0 0.0
C -5.3086 -2.8664 3.3400 0.0 0.0 0.0
C -3.9554 -3.0877 3.1231 0.0 0.0 0.0
C -3.3307 -2.3165 2.1578 0.0 0.0 0.0
C 1.1405 -4.1772 1.9599 0.0 0.0 0.0
C 1.0524 -5.2657 2.8146 0.0 0.0 0.0
C 2.1657 -6.0832 2.9227 0.0 0.0 0.0
C 3.3277 -5.8227 2.1851 0.0 0.0 0.0
C 3.4052 -4.7407 1.3239 0.0 0.0 0.0
C 2.2927 -3.9166 1.2298 0.0 0.0 0.0
N 1.3880 -0.6156 -1.4271 0.0 0.0 0.0
H -5.3797 2.4722 -4.5929 0.0 0.0 0.0
H -3.4162 2.7636 -6.0402 0.0 0.0 0.0
H -1.1691 1.9700 -5.3118 0.0 0.0 0.0
H 2.6650 1.0520 -5.0689 0.0 0.0 0.0
H 4.9679 0.3506 -5.6917 0.0 0.0 0.0
H 6.2361 -1.2040 -4.2672 0.0 0.0 0.0
H 5.2383 -2.1087 -2.1739 0.0 0.0 0.0
H -5.1665 1.3676 -2.3665 0.0 0.0 0.0
H -5.9133 -0.4141 1.0356 0.0 0.0 0.0
H -7.0655 -1.7623 2.7973 0.0 0.0 0.0
H -5.8329 -3.4376 4.0960 0.0 0.0 0.0
H -3.3973 -3.8230 3.6875 0.0 0.0 0.0
H 0.1467 -5.4551 3.3752 0.0 0.0 0.0
H 2.1421 -6.9379 3.5875 0.0 0.0 0.0
H 4.1797 -6.4828 2.2941 0.0 0.0 0.0
H 4.2958 -4.5326 0.7454 0.0 0.0 0.0
C 3.3413 4.2411 -0.4009 0.0 0.0 0.0
C 2.6674 3.5129 0.7237 0.0 0.0 0.0
N 1.8124 3.9978 1.5287 0.0 0.0 0.0
O 1.5033 5.3359 1.2527 0.0 0.0 0.0
C 2.9798 2.0817 0.9525 0.0 0.0 0.0
C 4.3590 1.6251 1.3045 0.0 0.0 0.0
N 2.0114 1.2594 0.8613 0.0 0.1 -0.1
O 2.2228 -0.0288 1.1201 -0.2 0.0 -0.1
H 2.8278 5.1727 -0.6235 0.0 0.0 0.0
H 3.3520 3.6067 -1.2884 0.0 0.0 0.0
H 4.3779 4.4700 -0.1417 0.0 0.0 0.0
H 0.7461 5.4762 1.8303 0.0 0.0 0.0
H 5.1052 2.3566 0.9934 0.0 0.0 0.0
H 4.5601 0.6624 0.8338 0.0 0.0 0.0
H 4.4435 1.4840 2.3850 0.0 0.0 0.0
C -2.2113 -0.0310 4.6971 0.0 0.0 0.0
C -1.5648 0.4601 3.4246 0.0 0.0 0.0
S 0.0285 -0.1671 3.0289 0.0 0.0 0.2
C -2.1581 1.3865 2.6544 0.0 0.0 0.0
C -3.4940 1.9804 3.0300 0.0 0.0 0.0
S -1.4077 2.0035 1.1875 0.0 0.0 0.0
H -1.6369 -0.8501 5.1271 0.0 0.0 0.0
H -3.2286 -0.3935 4.5142 0.0 0.0 0.0
H -2.2826 0.7661 5.4456 0.0 0.0 0.0
H -3.4633 2.4407 4.0231 0.0 0.0 0.0
H -4.2762 1.2134 3.0557 0.0 0.0 0.0
H -3.7930 2.7379 2.3073 0.0 0.0 0.0
Cl -0.3343 6.3031 -1.4040 0.0 0.0 0.0
C -0.7801 4.8100 -2.2465 0.0 0.0 0.0
Cl -0.2531 4.9048 -3.9408 0.0 0.0 0.0
Cl -2.5223 4.5531 -2.1625 0.0 0.0 0.0
C -0.1007 3.6781 -1.6196 0.0 0.0 0.2
N 0.3991 2.7805 -1.1128 0.1 0.1 -0.2
```
Positions in Å, forces in eV/Å.

Summary:
calculated total energy: -4594.9528 a.u.
ΔE to the lowest compared entry with this formula, charge and spin: 0.0 kcal/mol
LUMO energy (alpha / beta): 0.0418 / 0.0418 hartree
frontier orbital gap (alpha / beta): 4.7 / 4.7 eV
net charge: -1
HOMO (alpha / beta): -3.6054 / -3.6058 eV

The computed Mulliken charges, all in e, follow: atom 1 (Zr): -0.20, atom 2 (C): -0.78, atom 3 (C): -0.68, atom 4 (C): 0.10, atom 5 (C): 0.24, atom 6 (C): -0.81, atom 7 (N): -0.36, atom 8 (C): -0.14, atom 9 (C): 0.30, atom 10 (C): -0.26, atom 11 (C): -0.64, atom 12 (C): -0.65, atom 13 (C): -0.34, atom 14 (C): 0.26, atom 15 (C): 0.25, atom 16 (N): -0.51, atom 17 (C): -0.10, atom 18 (N): 0.18, atom 19 (C): -0.19, atom 20 (N): -0.47, atom 21 (C): -0.07, atom 22 (N): -0.16, atom 23 (C): -0.34, atom 24 (N): -0.37, atom 25 (C): 0.00, atom 26 (N): 0.11, atom 27 (C): -0.04, atom 28 (C): 0.17, atom 29 (C): 0.17, atom 30 (C): 0.26, atom 31 (C): -0.67, atom 32 (C): -0.68, atom 33 (C): 0.13, atom 34 (C): -0.27, atom 35 (C): 0.05, atom 36 (C): 0.00, atom 37 (C): -0.70, atom 38 (C): -0.63, atom 39 (C): -0.19, atom 40 (C): 0.00, atom 41 (N): 0.11, atom 42 (H): 0.39, atom 43 (H): 0.40, atom 44 (H): 0.62, atom 45 (H): 0.55, atom 46 (H): 0.39, atom 47 (H): 0.40, atom 48 (H): 0.56, atom 49 (H): 0.55, atom 50 (H): 0.56, atom 51 (H): 0.40, atom 52 (H): 0.38, atom 53 (H): 0.54, atom 54 (H): 0.58, atom 55 (H): 0.39, atom 56 (H): 0.38, atom 57 (H): 0.56, atom 58 (C): -1.38, atom 59 (C): 0.19, atom 60 (N): -0.26, atom 61 (O): -0.41, atom 62 (C): 0.54, atom 63 (C): -1.25, atom 64 (N): 0.41, atom 65 (O): -0.36, atom 66 (H): 0.43, atom 67 (H): 0.27, atom 68 (H): 0.41, atom 69 (H): 0.36, atom 70 (H): 0.42, atom 71 (H): 0.28, atom 72 (H): 0.25, atom 73 (C): -1.75, atom 74 (C): 0.85, atom 75 (S): -0.50, atom 76 (C): 0.47, atom 77 (C): -1.65, atom 78 (S): -0.27, atom 79 (H): 0.39, atom 80 (H): 0.30, atom 81 (H): 0.39, atom 82 (H): 0.37, atom 83 (H): 0.26, atom 84 (H): 0.40, atom 85 (Cl): -0.09, atom 86 (C): 0.64, atom 87 (Cl): -0.10, atom 88 (Cl): -0.05, atom 89 (C): -0.48, atom 90 (N): 0.24

=====

Q: Number 1 is which compound?
A: C42H27BiClF10I2N9O2

=====

Q: Among the records above, which one has the lowest ΔE to the lowest compared entry with this formula, charge and spin?
A: C42H29Cl3N11O2S2Zr

=====

Q: Which formula does entry 2 have?
A: C42H29Cl3N11O2S2Zr